Density functional theory data (ωB97M-V with the def2-TZVPD basis set) for a structure of composition C9H26O8Ti in a non-equilibrium geometry.

```
44
Properties=species:S:1:pos:R:3:forces:R:3
Ti -0.862 0.926 0.283 0.906 -0.971 -0.761
C 1.474 2.762 -1.393 0.267 1.428 -0.387
O 1.290 1.574 -0.633 -1.250 -0.179 0.132
H 1.744 3.621 -0.779 0.391 -0.174 0.320
H 2.195 2.684 -2.206 0.220 -0.449 0.259
H 0.569 3.129 -1.877 -0.485 -0.830 0.153
H 2.035 1.388 -0.057 0.343 0.087 -0.181
C -2.816 3.391 0.791 -1.324 0.903 0.387
O -1.542 3.243 0.226 0.883 -1.171 -0.561
H -3.065 2.532 1.415 0.303 0.268 0.220
H -2.805 4.326 1.351 -0.362 -0.279 0.470
H -3.612 3.486 0.053 0.114 -0.094 -0.282
H -1.231 4.121 -0.008 0.339 -0.092 -0.209
C -2.813 -1.264 1.423 0.004 -0.651 1.138
O -2.914 0.044 0.832 1.321 0.075 -0.350
H -3.805 -1.705 1.519 0.216 -0.203 -0.420
H -2.055 -1.888 0.950 -0.610 0.245 -1.137
H -2.363 -1.290 2.416 -0.311 0.883 0.503
H -3.564 0.599 1.269 -0.270 -0.350 0.197
C 0.477 2.457 2.674 0.048 0.784 0.881
O -0.501 1.429 2.471 0.146 -0.098 -0.954
H 1.005 2.208 3.595 0.364 0.176 -0.211
H 1.166 2.588 1.840 -0.224 -0.442 -0.001
H -0.053 3.396 2.828 0.162 0.145 -0.040
H -0.920 1.354 3.331 -0.429 -0.508 -0.098
C -0.733 0.045 -3.190 1.187 -0.321 0.169
O -1.458 0.654 -2.079 0.395 -0.365 -0.295
H -0.242 -0.883 -2.896 -0.567 -0.074 0.576
H -1.327 -0.183 -4.075 -0.409 0.333 0.332
H 0.128 0.654 -3.466 -0.259 0.462 -0.142
H -1.942 1.376 -2.487 -0.279 0.176 0.147
C 2.423 -4.615 -1.483 0.369 -1.128 -2.258
C 1.991 -4.146 -0.130 0.284 0.083 1.673
C 2.972 -3.269 0.599 0.681 -0.519 -0.875
O 2.438 -2.020 0.423 2.767 2.067 0.991
C 1.151 -2.086 0.084 0.439 2.380 0.545
O 0.284 -1.213 0.088 -2.887 3.356 0.506
O 0.908 -3.316 -0.284 -2.257 -4.915 -2.191
H 1.603 -5.026 -2.072 -0.265 0.064 0.323
H 3.150 -5.426 -1.448 0.068 0.067 0.555
H 2.867 -3.843 -2.113 -0.042 0.402 0.398
H 1.717 -4.982 0.514 -0.465 -0.558 -0.180
H 3.917 -3.293 0.056 0.431 0.020 0.394
H 3.117 -3.538 1.645 0.048 -0.031 0.265
```
Positions in Å, forces in eV/Å.

Summary:
spin multiplicity	5
LUMO energy (alpha / beta)	-5.04 / -10.86	eV
energy relative to the best compared isomer or geometry (same formula, charge and spin)	0.00	kcal per mole
orbital gap (alpha / beta)	5.224 / 5.689	eV
net charge	+2
max |F|	0.11348	hartree/bohr
⟨S²⟩	6.0082
HOMO (alpha / beta)	-10.3 / -16.5	eV

Density functional theory data (ωB97M-V with the def2-TZVPD basis set) for a structure of composition C24H33ClNO4P2Pb in a non-equilibrium geometry.

```
66
Properties=species:S:1:pos:R:3:forces:R:3
C -0.798 4.021 -1.776 -1.033 -0.489 0.100
C -0.959 2.675 -1.270 1.489 0.812 -0.644
N 0.070 2.194 -0.472 -1.153 0.007 0.637
C 0.909 3.046 0.119 -0.491 -0.194 -0.120
C 0.902 4.422 -0.153 -0.451 0.086 -0.278
C 0.061 4.916 -1.160 0.312 -0.175 0.350
C -2.097 1.900 -1.670 2.047 -0.177 -0.696
P -2.355 0.204 -1.041 -1.054 0.752 -0.069
Pb -0.194 -0.755 0.508 -0.707 1.050 1.849
P 2.283 0.787 1.099 -0.211 -0.082 0.496
C 1.815 2.544 1.242 -0.134 -0.055 -0.597
C -0.153 -3.091 0.324 -0.233 -0.003 -0.249
C -1.222 -3.747 0.898 -0.239 -0.818 0.518
C -1.135 -5.145 1.089 0.174 0.456 -0.225
C -0.003 -5.845 0.661 0.094 0.248 -0.033
C 1.032 -5.159 0.017 -0.492 0.434 0.027
C 0.937 -3.766 -0.184 0.709 -0.791 0.057
O -0.647 1.291 -5.136 1.567 0.461 0.768
O -0.563 -2.134 -4.115 2.391 -0.908 0.877
H -1.450 4.318 -2.605 0.167 0.129 0.464
H 1.531 5.064 0.448 0.022 0.127 -0.168
H 0.056 5.990 -1.399 0.067 -0.674 -0.092
C -3.759 0.757 -0.009 -0.071 0.054 0.305
C -3.130 -0.915 -2.288 0.570 0.311 -0.210
H 2.726 3.143 1.284 -0.046 0.100 0.098
H 1.290 2.652 2.194 -0.097 0.077 -0.016
H -1.068 1.392 -4.273 -0.138 0.027 -0.121
H -2.648 2.358 -2.499 -0.273 -0.370 0.416
C 2.863 0.387 2.785 -0.018 -0.069 -0.023
C 3.821 0.884 0.112 -0.009 -0.184 -0.177
H -2.111 -3.206 1.239 0.328 -0.246 0.001
H -1.941 -5.674 1.589 0.042 0.098 -0.116
H 0.080 -6.926 0.827 -0.086 0.512 -0.060
H 1.913 -5.689 -0.329 -0.109 0.032 -0.016
H 1.752 -3.268 -0.717 -0.303 -0.156 0.310
H 1.326 -1.152 -0.789 1.805 -0.267 -1.167
H 0.303 -2.620 -3.884 -2.140 0.813 -0.580
H -0.243 -1.225 -4.166 -0.208 0.200 -0.378
H 0.267 1.654 -4.961 -1.390 -0.527 -0.500
H 2.089 -1.067 -0.794 -0.618 -0.176 -0.357
H -4.539 1.097 -0.702 -0.049 -0.234 0.251
H -4.118 -0.021 0.677 -0.012 0.252 -0.188
H -3.411 1.634 0.554 -0.150 -0.467 0.052
H -3.867 -0.364 -2.898 0.330 -0.313 0.143
H -2.303 -1.345 -2.905 -0.895 0.178 0.320
H -3.648 -1.722 -1.733 0.340 0.392 -0.256
H 4.582 1.442 0.677 -0.147 -0.152 -0.236
H 4.188 -0.133 -0.100 -0.002 0.391 0.066
H 3.615 1.391 -0.844 0.103 -0.180 0.321
H 3.803 0.920 2.971 -0.178 -0.164 0.195
H 2.091 0.676 3.522 0.384 -0.212 -0.348
H 3.018 -0.704 2.845 0.000 0.484 0.113
Cl -2.678 2.623 8.186 -0.180 0.176 0.658
C -2.199 1.869 6.737 0.290 -0.308 -1.058
C -1.669 0.570 6.753 -0.163 0.402 0.128
C -1.256 -0.019 5.567 -0.250 0.468 0.095
C -1.416 0.714 4.399 0.272 -0.264 -0.086
C -1.951 2.003 4.353 -0.080 -0.263 0.507
C -2.344 2.588 5.541 0.130 -0.212 0.016
C -1.007 0.141 3.112 -0.079 0.653 -0.679
O -0.212 -0.847 3.033 -0.756 0.557 -0.822
O -1.487 0.791 2.114 1.122 -1.837 -0.716
H -1.588 0.047 7.693 0.000 -0.007 0.101
H -0.842 -1.028 5.520 -0.109 0.364 0.093
H -2.062 2.494 3.381 0.051 -0.128 0.593
H -2.754 3.588 5.510 -0.048 0.001 0.353
```
Positions in Å, forces in eV/Å.

Summary:
spin multiplicity	1
LUMO energy (alpha / beta)	-4.68 / -4.60	eV
energy relative to the best compared isomer or geometry (same formula, charge and spin)	12.99	kcal per mole
orbital gap (alpha / beta)	5.458 / 6.449	eV
net charge	+1
max |F|	0.05257	hartree/bohr
HOMO (alpha / beta)	-10.1 / -11.0	eV

Density functional theory data (ωB97M-V with the def2-TZVPD basis set) for a cluster of 2 separate species, C4H9Br2N2 in total in a non-equilibrium geometry.

```
17
Properties=species:S:1:pos:R:3:forces:R:3
C -0.396 -1.013 -0.366 0.141 0.371 0.341
C -1.729 -1.563 -0.850 1.878 0.925 -2.331
C 0.533 2.347 1.147 -0.396 -0.443 0.970
C 0.691 0.902 0.743 2.720 0.920 3.284
N -0.344 0.165 0.364 -0.318 -3.174 -2.065
N 0.730 -1.663 -0.649 -1.635 -1.890 0.314
Br 2.106 0.115 1.779 -0.290 -0.497 -0.539
Br 1.952 1.214 -1.920 0.272 0.145 -0.438
H -1.608 -2.069 -1.851 0.458 1.063 0.448
H -2.035 -2.448 -0.374 -0.970 -0.492 1.822
H -2.390 -0.720 -1.029 -0.645 -0.456 0.533
H 0.247 2.781 0.196 0.703 1.330 -0.041
H 1.434 2.634 1.770 -0.770 0.273 -1.775
H -0.282 2.642 1.861 0.138 -0.980 -0.544
H -1.071 0.773 0.175 -2.582 0.975 -0.246
H 0.615 -2.695 -0.855 0.413 1.797 0.103
H 1.548 -1.401 -0.143 0.883 0.132 0.163
```
Positions in Å, forces in eV/Å.

Summary:
spin multiplicity	3
LUMO energy (alpha / beta)	-3.92 / -7.20	eV
energy relative to the best compared isomer or geometry (same formula, charge and spin)	0.00	kcal per mole
orbital gap (alpha / beta)	7.778 / 7.114	eV
net charge	+1
max |F|	0.08483	hartree/bohr
⟨S²⟩	2.0134
HOMO (alpha / beta)	-11.7 / -14.3	eV

Density functional theory data (ωB97M-V with the def2-TZVPD basis set) for a structure of composition C71H73Ge2N5ReS5.

```
157
Properties=species:S:1:pos:R:3:forces:R:3
Re -0.877 1.098 1.822 -0.368 -0.140 -0.340
C -3.220 -1.808 6.917 0.009 0.010 -0.001
C -1.845 -1.172 6.750 -0.034 0.057 -0.045
N -1.898 0.155 6.161 -0.101 -0.141 0.008
C -2.082 0.404 4.843 0.024 0.138 0.177
S -1.867 -0.817 3.669 0.028 0.130 -0.314
N -2.454 1.659 4.590 0.106 -0.137 0.043
N -2.373 2.003 3.298 0.030 -0.058 -0.241
C -3.035 3.039 2.899 -0.002 0.069 -0.003
C -3.960 3.824 3.774 0.037 -0.011 0.012
C -2.816 3.431 1.512 -0.006 -0.005 0.036
C -3.449 4.528 0.943 -0.065 0.087 -0.015
C -3.203 4.847 -0.380 -0.031 -0.003 -0.011
C -2.335 4.054 -1.113 -0.006 -0.003 0.056
C -1.732 2.980 -0.491 -0.126 -0.031 -0.084
N -1.961 2.677 0.793 0.217 -0.052 0.015
H -3.129 -2.808 7.346 -0.006 0.029 -0.010
H -3.850 -1.209 7.577 0.006 -0.018 -0.022
H -3.711 -1.892 5.947 -0.004 -0.007 0.023
H -1.345 -1.077 7.715 0.027 -0.003 0.012
H -1.220 -1.794 6.112 0.046 0.000 -0.004
H -2.157 0.927 6.758 0.030 0.015 0.008
H -4.061 3.323 4.730 -0.012 -0.001 0.026
H -3.567 4.830 3.945 -0.017 -0.023 -0.006
H -4.943 3.921 3.310 0.012 -0.005 -0.002
H -4.126 5.120 1.541 0.011 0.000 -0.026
H -3.694 5.697 -0.836 0.012 0.002 0.011
H -2.122 4.244 -2.155 0.001 -0.002 -0.028
H -1.065 2.327 -1.033 0.032 -0.020 0.045
C 1.269 -4.592 -6.177 0.020 0.050 0.052
C 1.772 -3.389 -5.420 -0.044 -0.052 0.020
C 2.583 -3.523 -4.299 -0.078 -0.052 0.011
C 3.064 -2.418 -3.610 0.031 -0.001 0.066
C 3.995 -2.610 -2.440 -0.063 0.018 -0.029
C 2.710 -1.138 -4.051 -0.102 0.016 0.084
C 1.901 -0.977 -5.178 -0.062 0.061 -0.036
C 1.524 0.388 -5.699 0.029 -0.079 -0.028
C 1.444 -2.109 -5.844 -0.013 0.021 -0.048
C 3.395 0.051 -3.462 0.070 0.043 0.210
C 4.484 0.487 -4.216 0.033 -0.065 -0.050
C 5.277 1.531 -3.794 0.088 0.016 -0.097
C 5.000 2.129 -2.583 0.017 0.045 0.070
C 3.924 1.725 -1.793 -0.077 -0.202 -0.161
C 3.072 0.684 -2.243 0.113 0.087 0.030
Ge 1.352 0.216 -1.350 -0.008 0.057 -0.063
S 1.059 1.490 0.430 -0.089 -0.012 0.118
S -0.407 0.508 -2.740 0.010 -0.058 0.048
Ge -1.253 -1.102 -1.407 0.055 0.065 -0.061
S -2.155 -0.379 0.468 -0.200 -0.095 -0.086
S 0.786 -1.917 -0.884 -0.023 -0.076 -0.060
C -2.701 -2.198 -2.192 -0.015 -0.308 0.044
C -2.948 -3.507 -1.717 -0.081 0.283 -0.080
C -4.012 -4.238 -2.241 0.048 -0.012 0.089
C -4.843 -3.703 -3.205 -0.102 -0.068 -0.048
C -4.620 -2.417 -3.654 -0.050 0.092 -0.028
C -3.567 -1.652 -3.160 0.044 -0.067 0.186
C -3.447 -0.268 -3.712 0.089 -0.044 0.001
C -2.805 -0.072 -4.935 0.081 -0.007 -0.029
C -2.199 -1.216 -5.709 -0.052 0.045 0.039
C -2.724 1.215 -5.461 0.032 -0.001 -0.020
C -3.276 2.303 -4.807 -0.021 0.040 0.008
C -3.162 3.695 -5.375 -0.015 -0.063 0.044
C -3.956 2.077 -3.612 0.027 0.009 -0.026
C -4.063 0.810 -3.058 -0.059 0.001 0.026
C -4.892 0.596 -1.817 0.074 0.000 -0.005
C -2.133 -4.210 -0.676 0.005 0.131 0.000
C -2.493 -4.185 0.673 0.021 0.017 -0.030
C -3.703 -3.444 1.186 0.071 -0.027 -0.044
C -1.735 -4.928 1.582 -0.043 -0.020 -0.025
C -0.678 -5.723 1.174 -0.006 0.014 0.077
C 0.110 -6.554 2.152 -0.052 0.036 -0.005
C -0.366 -5.765 -0.181 0.065 0.002 -0.009
C -1.077 -5.027 -1.109 0.053 0.078 -0.007
C -0.745 -5.121 -2.570 0.099 0.019 -0.059
C 3.878 2.455 -0.489 -0.266 -0.004 0.060
C 3.339 3.738 -0.410 -0.089 -0.058 -0.008
C 2.577 4.362 -1.553 0.001 0.007 0.037
C 3.444 4.443 0.786 0.018 0.055 -0.005
C 4.086 3.912 1.891 -0.006 -0.010 0.033
C 4.242 4.704 3.163 -0.032 -0.018 -0.010
C 4.611 2.627 1.789 -0.053 0.009 0.008
C 4.509 1.886 0.624 -0.013 -0.072 0.009
C 5.039 0.477 0.577 -0.055 0.007 -0.027
H 1.612 -5.520 -5.722 0.001 0.009 0.006
H 1.617 -4.573 -7.212 -0.008 -0.009 0.008
H 0.177 -4.610 -6.200 0.004 -0.005 0.008
H 2.862 -4.515 -3.957 -0.014 0.006 -0.020
H 4.265 -3.660 -2.333 -0.005 0.013 -0.004
H 3.532 -2.289 -1.503 -0.002 0.007 -0.020
H 4.910 -2.027 -2.562 0.006 -0.005 -0.005
H 2.042 1.187 -5.174 -0.006 -0.007 -0.019
H 0.455 0.560 -5.570 -0.088 -0.005 -0.006
H 1.754 0.472 -6.764 -0.006 0.000 0.010
H 0.841 -1.988 -6.740 -0.018 0.006 0.050
H 4.698 -0.020 -5.149 -0.009 -0.005 0.020
H 6.117 1.863 -4.391 -0.016 -0.002 0.000
H 5.633 2.927 -2.213 -0.030 -0.016 0.000
H -4.181 -5.242 -1.870 0.007 0.016 0.004
H -5.667 -4.284 -3.601 0.013 0.005 0.006
H -5.272 -1.978 -4.402 0.020 -0.002 0.009
H -2.111 -2.122 -5.112 0.022 0.018 0.001
H -1.206 -0.948 -6.061 0.091 0.022 -0.032
H -2.808 -1.448 -6.587 -0.012 -0.017 0.024
H -2.208 1.364 -6.405 -0.015 -0.003 0.022
H -2.753 3.676 -6.384 -0.004 0.000 0.006
H -2.505 4.318 -4.763 0.005 -0.007 0.000
H -4.137 4.185 -5.411 0.009 0.005 0.000
H -4.432 2.911 -3.105 -0.014 0.000 -0.007
H -5.354 1.532 -1.501 0.001 0.000 -0.011
H -4.294 0.219 -0.985 -0.006 0.003 -0.034
H -5.683 -0.133 -2.002 -0.002 0.012 -0.004
H -4.207 -2.879 0.405 0.022 0.017 0.004
H -3.420 -2.747 1.974 -0.001 0.049 0.027
H -4.419 -4.153 1.611 0.012 0.002 -0.030
H -2.009 -4.898 2.633 0.015 0.003 -0.030
H -0.274 -6.444 3.166 0.018 0.003 -0.014
H 1.159 -6.260 2.147 0.071 0.025 0.038
H 0.071 -7.612 1.884 -0.019 0.005 0.012
H 0.451 -6.395 -0.522 -0.031 0.013 0.006
H 0.074 -5.819 -2.730 0.039 -0.029 -0.027
H -0.441 -4.151 -2.970 0.015 0.046 -0.041
H -1.608 -5.459 -3.148 0.023 0.013 -0.021
H 2.510 3.701 -2.416 0.008 -0.003 0.003
H 3.044 5.295 -1.875 0.004 -0.016 -0.005
H 1.559 4.597 -1.230 0.018 -0.015 -0.009
H 3.011 5.438 0.848 0.002 -0.035 0.002
H 3.507 5.507 3.221 0.002 0.001 -0.008
H 5.235 5.156 3.220 -0.017 -0.010 0.001
H 4.117 4.071 4.044 -0.007 -0.010 -0.012
H 5.110 2.185 2.642 0.023 -0.042 0.117
H 5.587 0.240 1.488 0.012 0.010 -0.005
H 5.696 0.320 -0.282 -0.008 -0.004 0.024
H 4.217 -0.241 0.492 0.011 0.024 -0.007
N 0.341 1.113 3.188 0.565 -0.111 0.651
C 1.137 1.119 4.175 -0.087 0.151 -0.097
C 2.136 0.031 4.350 -0.044 0.071 -0.001
C 1.844 -1.259 3.917 -0.021 -0.029 -0.071
C 2.794 -2.261 4.039 -0.006 0.059 0.001
C 4.048 -1.982 4.566 -0.017 -0.019 0.011
C 4.352 -0.691 4.974 0.015 0.000 -0.013
C 3.398 0.308 4.873 0.050 0.070 0.017
C 1.043 2.251 5.139 0.083 0.113 -0.008
C 0.500 3.465 4.716 0.113 -0.013 -0.032
C 0.361 4.521 5.598 0.008 -0.008 0.004
C 0.751 4.376 6.924 -0.006 -0.009 0.015
C 1.271 3.166 7.360 -0.021 -0.022 0.003
C 1.417 2.108 6.474 -0.052 -0.041 0.029
H 0.870 -1.464 3.490 0.019 -0.011 0.025
H 2.556 -3.261 3.712 -0.031 -0.112 -0.050
H 4.787 -2.769 4.658 -0.016 0.017 -0.022
H 5.335 -0.462 5.367 -0.017 0.003 0.004
H 3.641 1.317 5.180 0.010 0.021 0.006
H 0.204 3.568 3.679 0.012 0.033 0.004
H -0.051 5.462 5.252 0.015 -0.017 0.008
H 0.647 5.202 7.616 -0.005 -0.004 -0.008
H 1.560 3.040 8.395 0.001 0.009 -0.003
H 1.797 1.158 6.828 0.017 0.032 -0.019
```
Positions in Å, forces in eV/Å.

Summary:
spin multiplicity	4
LUMO energy (alpha / beta)	-0.26 / -1.27	eV
energy relative to the best compared isomer or geometry (same formula, charge and spin)	2.73	kcal per mole
orbital gap (alpha / beta)	6.679 / 6.421	eV
max |F|	0.01690	hartree/bohr
⟨S²⟩	3.7974
HOMO (alpha / beta)	-6.9 / -7.7	eV

Look up the max |F| of the second one.
0.05257 hartree/bohr

Which of these has the highest spin multiplicity?
C9H26O8Ti